Record 1
Below is a molecular structure, CBaNO5S2, with properties calculated with wB97M-V/def2-TZVPD.

Last column: Mulliken charge in e.
Element x y z (Å)
1 O 0.21412 -2.50346 1.11160  -0.80
2 C -0.37080 -2.53172 0.00225  0.74
3 O -0.95570 -3.37972 -0.61340  -0.50
4 Ba 0.78026 -0.01462 1.40770  1.55
5 N 0.47827 2.03019 -0.29117  -0.52
6 S -0.29871 2.84755 0.94588  0.13
7 O -0.07993 1.78155 2.15068  -0.81
8 S -0.29014 1.45922 -1.61338  0.70
9 O -0.28392 -0.78180 -0.52335  -1.03
10 O 0.80655 1.09281 -2.57682  -0.48

Values from the calculation:
Gap between HOMO and LUMO (spin up / spin down) = 6.2 / 6.2 eV
HOMO (spin up / spin down) = -3.944 / -3.945 eV
2S+1 = 1
Charge = -1

=====

Record 2
Below is a single C8H12N4O3 molecule, with properties calculated with wB97M-V/def2-TZVPD.

Last column: Mulliken charge in e.
Element x y z (Å)
1 N 4.67736 -0.71450 0.63139  -0.66
2 C 3.68251 -0.66804 -0.41424  -0.89
3 C 2.31026 -0.20415 0.03210  0.70
4 O 2.11078 0.29982 1.12276  -0.65
5 N 1.30127 -0.34755 -0.84361  -0.13
6 C -0.03321 0.16546 -0.58181  -0.08
7 C -0.79727 -0.68435 0.43813  -0.64
8 C -2.31285 -0.47711 0.29189  0.52
9 C -3.19952 0.08000 1.14425  -0.69
10 N -4.40430 0.01092 0.51060  -0.02
11 C -4.19832 -0.56569 -0.66463  -0.33
12 N -2.92631 -0.88077 -0.87897  -0.63
13 C 0.02190 1.62391 -0.18897  0.39
14 O -0.70287 2.11180 0.65931  -0.58
15 O 0.87984 2.34045 -0.91923  -0.46
16 H 4.59688 0.10247 1.17453  0.31
17 H 4.30833 -1.46603 1.25394  0.30
18 H 3.96080 0.09638 -1.19277  0.32
19 H 3.53988 -1.62714 -0.88604  0.40
20 H 1.54886 -0.65897 -1.77250  0.25
21 H -0.67659 0.12638 -1.55217  0.51
22 H -0.49847 -0.39205 1.40970  0.34
23 H -0.56781 -1.74635 0.23350  0.34
24 H -3.10688 0.58571 2.11107  0.39
25 H -5.29855 0.35822 0.84245  0.19
26 H -5.02161 -0.76255 -1.33387  0.43
27 H 0.80590 3.29371 -0.62681  0.37

Values from the calculation:
Gap between HOMO and LUMO = 9.4 eV
Energy relative to the best compared isomer or geometry (same formula, charge and spin) = 6.3 kcal per mole
HOMO = -8.678 eV
2S+1 = 1
Charge = 0
Structure (SMILES) = NCC(=O)N[C@@H](Cc1c[nH]cn1)C(=O)O

=====

Record 3
Below is a molecular structure, C26H28GeKN2O4S, with properties calculated with wB97M-V/def2-TZVPD.

Last column: Mulliken charge in e.
Element x y z (Å)
1 K 0.80246 1.28404 2.96477  0.89
2 O 4.91848 1.74193 4.25630  -0.48
3 C 3.74377 1.41255 3.62933  0.62
4 O 2.77078 2.19049 3.75384  -0.87
5 C 3.77723 0.20913 2.87618  0.12
6 C 4.91798 -0.65056 2.86989  -0.66
7 C 4.90693 -1.78777 2.12412  -0.42
8 C 3.75974 -2.10556 1.34603  -1.00
9 C 2.69688 -1.23003 1.41018  0.22
10 N 2.65150 -0.11643 2.13685  -0.09
11 C 1.49251 -1.55307 0.56736  0.46
12 O 1.49580 -2.42928 -0.26658  -0.64
13 O 0.39386 -0.80402 0.79535  0.24
14 H 4.71566 2.55953 4.73012  0.36
15 H 5.78133 -0.38186 3.46469  0.42
16 H 5.76838 -2.44361 2.11685  0.41
17 H 3.70575 -2.98066 0.71674  0.48
18 C -2.46078 -1.03210 1.24689  -1.56
19 Ge -1.15575 -1.06175 -0.18105  0.73
20 C -1.44486 -2.62444 -1.29191  0.94
21 C -2.43392 -2.43715 -2.26045  -0.48
22 C -2.84941 -3.48295 -3.07573  -0.73
23 C -2.28098 -4.73896 -2.92941  -0.45
24 C -1.29985 -4.94055 -1.96639  -0.66
25 C -0.88581 -3.89457 -1.15490  -0.37
26 C -1.31429 0.52299 -1.29047  0.55
27 C -2.37854 1.36028 -1.08460  -0.30
28 C -2.61866 2.47319 -1.92740  -1.11
29 C -1.76796 2.73991 -2.95675  -0.68
30 C -0.64537 1.90647 -3.20558  0.82
31 C 0.24517 2.17787 -4.27429  -1.05
32 C 1.30667 1.35774 -4.52086  -0.56
33 C 1.52114 0.21922 -3.71238  -1.17
34 C 0.68127 -0.06420 -2.67406  -0.48
35 C -0.42231 0.77874 -2.37996  0.78
36 H -3.47102 -1.05682 0.83460  0.47
37 H -2.35337 -0.14257 1.86993  0.36
38 H -2.32778 -1.92699 1.85691  0.34
39 H -2.88527 -1.45828 -2.40442  0.30
40 H -3.60974 -3.30875 -3.82722  0.40
41 H -2.59673 -5.55786 -3.56430  0.37
42 H -0.84714 -5.91823 -1.85131  0.39
43 H -0.10442 -4.06453 -0.43073  0.38
44 H -3.06413 1.18204 -0.26212  0.32
45 H -3.47865 3.10706 -1.74835  0.42
46 H -1.93667 3.59094 -3.60827  0.37
47 H 0.06461 3.04946 -4.89315  0.41
48 H 1.98424 1.57228 -5.33735  0.40
49 H 2.35740 -0.43646 -3.91901  0.46
50 H 0.86549 -0.95405 -2.08256  0.31
51 C -2.84087 4.23654 2.44334  -0.99
52 S -1.58443 3.02623 2.02449  -0.03
53 C -0.70641 3.88925 0.71230  -0.89
54 H -2.39793 5.14537 2.84864  0.32
55 H -3.48658 3.79294 3.19978  0.33
56 H -3.44519 4.48293 1.57041  0.27
57 H -1.38777 4.17047 -0.08918  0.30
58 H 0.02793 3.19884 0.29234  0.22
59 H -0.18927 4.76817 1.09524  0.45
60 N -0.13518 -1.37924 3.95701  -0.62
61 H 0.29579 -2.07373 4.55411  0.23
62 H 0.27515 -1.49491 3.03484  0.19
63 H -1.11684 -1.61468 3.87133  0.22

Values from the calculation:
Gap between HOMO and LUMO (spin up / spin down) = 5.0 / 8.6 eV
Energy relative to the best compared isomer or geometry (same formula, charge and spin) = 19.3 kcal per mole
HOMO (spin up / spin down) = -4.834 / -8.508 eV
<S²> = 0.77
2S+1 = 2
Charge = 0

=====

Record 4
Below is a molecular structure, C6H7N2O4, with properties calculated with wB97M-V/def2-TZVPD.

Last column: Mulliken charge in e.
Element x y z (Å)
1 C -0.30452 0.48660 1.86389  0.21
2 C 0.05873 1.86716 -1.69558  0.62
3 C -0.54960 -1.01873 1.99858  -0.31
4 C 0.18371 -1.02893 -1.13010  -0.84
5 C 0.53816 0.62432 0.67476  -0.07
6 C 0.89208 -0.77185 0.21686  0.10
7 N -1.03130 -0.21489 -1.09681  -0.59
8 N -0.67190 1.07432 -0.65932  -0.17
9 O -0.41188 1.65885 -2.81732  -0.74
10 O -0.72250 1.32455 2.62933  -0.61
11 O 0.95331 2.60136 -1.30247  -0.72
12 O 0.44968 -1.66257 1.23985  -0.51
13 H -0.47576 -1.35508 3.03595  0.34
14 H -1.54846 -1.25085 1.60522  0.22
15 H 0.87362 -0.74146 -1.93622  0.35
16 H -0.08587 -2.08313 -1.23329  0.42
17 H 1.22091 1.45434 0.56582  0.53
18 H 1.97061 -0.92861 0.10304  0.39
19 H -1.33900 -0.03539 -2.06219  0.38

Values from the calculation:
Gap between HOMO and LUMO = 7.7 eV
Energy relative to the best compared isomer or geometry (same formula, charge and spin) = 51.5 kcal per mole
HOMO = -4.296 eV
2S+1 = 1
Charge = -1

=====

Record 5
Below is 2 unconnected molecules or ions with the total composition C5H13N3, with properties calculated with wB97M-V/def2-TZVPD.

Last column: Mulliken charge in e.
Element x y z (Å)
1 H -1.00602 -1.95322 -1.10277  0.21
2 N -1.57101 -1.52520 -0.37694  -0.74
3 C -1.02937 -0.52099 0.19073  0.76
4 C -1.85692 0.28993 1.15320  -1.36
5 N 0.44072 -0.22892 0.18841  0.31
6 C 0.99544 0.38724 1.39492  -1.33
7 C 1.33057 -1.26087 -0.33568  -1.27
8 H -1.67055 1.35722 1.04016  0.34
9 H -1.65035 -0.00494 2.18175  0.34
10 H -2.90266 0.10203 0.92708  0.37
11 H 0.94257 -0.29953 2.24531  0.39
12 H 2.04614 0.63198 1.24021  0.45
13 H 0.46230 1.30001 1.64417  0.37
14 H 1.85081 -0.83316 -1.19552  0.41
15 H 2.12285 -1.53901 0.35659  0.38
16 H 0.93736 -2.20437 -0.71615  0.39
17 C 0.02978 0.91264 -1.90001  -0.14
18 N 0.83473 1.87733 -1.74625  -0.62
19 H 0.21711 0.20561 -2.70381  0.38
20 H -1.10114 0.77271 -1.47403  0.16
21 H 0.57762 2.53351 -1.01137  0.22

Values from the calculation:
Gap between HOMO and LUMO = 9.5 eV
Energy relative to the best compared isomer or geometry (same formula, charge and spin) = 62.6 kcal per mole
HOMO = -8.655 eV
2S+1 = 1
Charge = 0
Structure (SMILES) = [H]/N=C(/C)N(C)C.C=N

=====

Record 6
Below is a molecular structure, CH3I2N, with properties calculated with wB97M-V/def2-TZVPD.

Last column: Mulliken charge in e.
Element x y z (Å)
1 C 0.66131 0.09531 0.10860  -0.64
2 N -0.44036 0.02188 -0.96347  -0.59
3 I -0.07561 0.22558 2.15499  0.08
4 I -1.67313 -1.59359 -0.53582  0.14
5 H 1.14006 1.15067 -0.02503  0.31
6 H 1.42785 -0.71513 0.09283  0.35
7 H -1.04012 0.81529 -0.83210  0.36

Values from the calculation:
Gap between HOMO and LUMO = 8.7 eV
Energy relative to the best compared isomer or geometry (same formula, charge and spin) = 0.0 kcal per mole
HOMO = -9.059 eV
2S+1 = 1
Charge = 0

=====

Looking at largest force on an atom for the records above, in order, we have 4.65 2.60 1.74 4.51 3.34 3.09 eV/Å.
Looking at calculated total energy for the records above, in order, we have -1290.95637 -756.83185 -4493.16639 -643.31266 -362.48250 -690.00013 a.u..